Record 1
{"formula": "C4H12N2O", "method": "wB97M-V/def2-TZVPD", "lumo_energy_ev": 1.042, "e_homo_ev": -8.34, "energy_ev": -9365.9960, "max_force_ev_per_a": 3.562, "spin_multiplicity": 1, "smiles": "CON(C)C.C=N", "e_above_lowest_kj_mol": 501.5, "elements": ["C", "O", "N", "C", "C", "H", "H", "H", "H", "H", "H", "H", "H", "H", "C", "N", "H", "H", "H"], "xyz": [[1.531, 0.044, -1.209], [0.297, 0.206, -0.097], [-0.976, 0.373, -0.640], [-1.768, -0.833, -0.469], [-1.605, 1.562, -0.097], [1.356, -0.923, -1.675], [2.575, 0.216, -0.972], [1.239, 0.874, -1.851], [-1.937, -1.069, 0.593], [-2.731, -0.694, -0.961], [-1.244, -1.662, -0.943], [-1.846, 1.456, 0.969], [-0.922, 2.400, -0.221], [-2.521, 1.762, -0.652], [1.397, -0.979, 1.718], [2.487, -0.667, 1.150], [0.968, -1.946, 1.483], [0.866, -0.370, 2.448], [2.835, 0.250, 1.428]]}

---

Record 2
{"formula": "BeFH22O11", "method": "wB97M-V/def2-TZVPD", "lumo_energy_ev": -3.743, "e_homo_ev": -13.25, "energy_ev": -25998.0858, "max_force_ev_per_a": 2.545, "spin_multiplicity": 1, "charge": 1, "elements": ["Be", "F", "O", "H", "H", "O", "H", "H", "O", "H", "H", "O", "H", "H", "O", "H", "H", "O", "H", "H", "O", "H", "H", "O", "H", "H", "O", "H", "H", "O", "H", "H", "O", "H", "H"], "xyz": [[1.300, 0.314, -0.326], [-0.192, 0.190, -0.114], [0.290, 0.882, 2.640], [-0.014, 0.035, 2.880], [0.728, 1.281, 3.366], [-0.826, 2.824, 1.070], [-0.572, 2.053, 1.605], [0.027, 3.270, 0.967], [-2.171, -2.184, -0.597], [-2.285, -1.435, 0.038], [-2.854, -2.874, -0.471], [0.244, 2.532, -1.706], [-0.437, 2.921, -1.134], [-0.238, 1.862, -2.213], [0.035, -2.075, -2.110], [-0.776, -2.173, -1.592], [0.133, -2.900, -2.544], [1.967, 0.118, -1.790], [2.126, -0.845, -1.905], [2.811, 0.509, -1.943], [-2.138, 1.296, -1.455], [-2.272, 0.470, -1.989], [-1.459, 0.932, -0.860], [-2.393, -0.168, 1.421], [-2.755, 0.597, 1.874], [-1.599, 0.194, 0.993], [2.056, 1.636, 0.408], [2.607, 1.343, 1.206], [2.428, 2.472, -0.006], [1.997, -0.992, 0.575], [2.878, -1.444, 0.761], [1.311, -1.655, 0.748], [0.091, -2.719, 1.021], [-0.485, -2.631, 0.243], [0.420, -3.632, 0.947]]}

---

Record 3
{"formula": "Cl2HNO5S3", "method": "wB97M-V/def2-TZVPD", "lumo_energy_ev": -0.648, "e_homo_ev": -11.10, "energy_ev": -69291.3031, "max_force_ev_per_a": 3.386, "spin_multiplicity": 1, "elements": ["N", "O", "O", "O", "O", "O", "S", "S", "S", "Cl", "Cl", "H"], "xyz": [[3.367, 0.121, 0.099], [-3.285, -1.602, 0.634], [-1.362, -0.008, 0.580], [1.247, -1.130, 0.750], [0.379, 0.443, -1.117], [0.511, 1.352, 1.282], [2.377, -0.283, 1.110], [-2.117, -1.405, -0.129], [-0.201, 0.864, 0.125], [-2.740, -0.695, -1.970], [-1.430, 2.357, -0.392], [3.253, -0.015, -0.973]]}

---

Record 4
{"formula": "C2H8BrFeN4O2", "method": "wB97M-V/def2-TZVPD", "lumo_energy_ev": [-10.062, -11.433], "e_homo_ev": [-15.17, -15.16], "energy_ev": -116669.6884, "max_force_ev_per_a": 4.716, "spin_multiplicity": 6, "e_above_lowest_kj_mol": 0.0, "charge": 2, "elements": ["Fe", "Br", "C", "O", "N", "N", "H", "H", "H", "H", "C", "O", "N", "N", "H", "H", "H", "H"], "xyz": [[3.291, -0.982, -1.646], [1.089, -1.018, -0.574], [-1.541, -2.965, 2.208], [-2.726, -3.213, 2.567], [-0.524, -2.826, 3.067], [-1.156, -3.163, 0.931], [-0.766, -2.724, 4.043], [0.391, -2.782, 2.659], [-1.811, -3.296, 0.174], [-0.198, -3.000, 0.647], [0.917, 2.979, -2.011], [1.905, 2.280, -2.285], [-0.183, 2.403, -1.436], [0.841, 4.318, -2.032], [-0.994, 2.886, -1.102], [-0.059, 1.463, -1.133], [-0.008, 4.700, -1.666], [1.534, 4.938, -2.411]]}

---

Record 5
{"formula": "C15H48ClN10O13", "method": "wB97M-V/def2-TZVPD", "lumo_energy_ev": 2.096, "e_homo_ev": -7.37, "energy_ev": -70376.2489, "max_force_ev_per_a": 1.737, "spin_multiplicity": 1, "e_above_lowest_kj_mol": 0.0, "charge": -1, "elements": ["Cl", "O", "O", "O", "O", "C", "C", "O", "H", "H", "H", "H", "H", "H", "C", "C", "O", "H", "H", "H", "H", "H", "H", "C", "O", "N", "N", "H", "H", "H", "H", "C", "O", "N", "N", "H", "H", "H", "H", "C", "O", "N", "N", "H", "H", "H", "H", "C", "O", "N", "N", "H", "H", "H", "H", "C", "O", "N", "N", "H", "H", "H", "H", "C", "C", "C", "O", "H", "H", "H", "H", "H", "H", "H", "H", "C", "C", "C", "O", "H", "H", "H", "H", "H", "H", "H", "H"], "xyz": [[6.301, -15.680, 18.315], [5.458, -16.816, 17.993], [6.301, -15.483, 19.750], [7.650, -15.937, 17.888], [5.757, -14.541, 17.613], [9.370, -11.336, 15.886], [8.871, -12.566, 16.606], [8.160, -13.297, 15.589], [8.589, -10.639, 15.589], [9.943, -11.658, 15.018], [10.053, -10.758, 16.520], [8.248, -12.386, 17.485], [9.729, -13.180, 16.903], [7.661, -14.009, 16.008], [3.931, -19.611, 19.281], [2.538, -20.141, 19.465], [2.283, -20.457, 20.850], [4.698, -20.324, 19.590], [4.078, -18.676, 19.816], [4.139, -19.452, 18.217], [2.301, -21.047, 18.912], [1.795, -19.390, 19.166], [2.478, -19.661, 21.358], [10.494, -15.239, 20.163], [11.660, -14.887, 20.310], [9.474, -14.345, 19.970], [10.113, -16.543, 20.329], [8.566, -14.741, 19.793], [9.756, -13.430, 19.673], [9.153, -16.820, 20.211], [10.779, -17.167, 20.742], [4.028, -16.607, 22.638], [3.544, -17.414, 21.848], [3.707, -16.609, 23.962], [4.826, -15.597, 22.204], [3.047, -17.270, 24.324], [4.091, -15.958, 24.622], [5.167, -15.659, 21.255], [5.201, -14.945, 22.868], [7.733, -19.233, 20.212], [8.426, -20.154, 20.620], [7.425, -19.045, 18.897], [7.208, -18.268, 21.046], [7.836, -19.695, 18.234], [6.806, -18.319, 18.570], [6.584, -17.590, 20.643], [7.281, -18.362, 22.039], [1.506, -15.426, 19.949], [0.939, -14.483, 19.411], [2.636, -16.006, 19.464], [1.020, -16.048, 21.069], [3.085, -16.742, 19.983], [2.987, -15.767, 18.554], [1.482, -16.853, 21.456], [0.175, -15.774, 21.530], [9.295, -19.420, 16.020], [8.708, -20.379, 16.515], [9.882, -19.508, 14.784], [9.460, -18.215, 16.637], [10.560, -18.831, 14.491], [9.639, -20.280, 14.196], [9.906, -17.499, 16.093], [9.007, -18.038, 17.517], [4.037, -12.792, 20.059], [4.947, -11.659, 19.621], [6.418, -12.014, 19.797], [4.725, -11.315, 18.254], [4.399, -13.194, 21.007], [4.242, -13.634, 19.383], [2.970, -12.598, 20.025], [4.754, -10.769, 20.230], [6.671, -12.346, 20.806], [7.098, -11.222, 19.481], [6.632, -12.853, 19.126], [4.518, -12.133, 17.787], [4.493, -13.270, 14.296], [3.335, -13.595, 15.230], [1.991, -13.496, 14.555], [3.459, -14.938, 15.700], [5.423, -13.404, 14.855], [4.482, -12.206, 14.030], [4.506, -13.843, 13.372], [3.415, -12.928, 16.095], [1.214, -14.120, 14.993], [2.069, -13.770, 13.498], [1.605, -12.472, 14.557], [4.293, -15.033, 16.171]]}